(1)
Below is a structure of composition C25H27N6O5SW at a distorted geometry, with properties calculated with ωB97M-V with the def2-TZVPD basis set.

XYZ file:
```
65
Properties=species:S:1:pos:R:3:forces:R:3:mulliken_charge:R:1
W 0.25801 0.96383 -0.08585 0.73 0.47 -0.55 1.113
N 1.59872 1.36728 1.62147 -0.04 -0.17 0.07 -0.629
C 0.88612 1.83935 2.83233 -0.02 0.03 0.04 -0.524
C -0.55274 1.36495 2.79091 -0.05 0.00 0.09 0.458
O -1.29583 1.49058 3.73580 0.07 -0.01 -0.09 -0.650
N -0.88910 0.82693 1.57788 -0.10 -0.26 0.02 0.206
C -2.29067 0.48204 1.38452 0.02 -0.02 0.00 -0.518
C -2.58959 0.48801 -0.10191 -0.07 -0.14 -0.08 0.364
O -3.63563 0.19629 -0.59223 0.08 0.04 0.02 -0.580
O -1.50401 0.83098 -0.84758 0.02 0.00 -0.08 -0.646
H 1.99623 0.44517 1.82798 0.00 0.02 0.04 0.222
H 2.35978 1.99449 1.37392 0.00 -0.04 0.00 0.338
H 0.88531 2.92873 2.85101 -0.01 -0.01 -0.01 0.272
H 1.36094 1.46724 3.73714 0.00 0.00 0.00 0.401
H -2.94878 1.18201 1.90140 0.01 0.02 -0.01 0.453
H -2.51369 -0.51650 1.76884 -0.01 0.02 0.02 0.312
C -1.71576 -2.68650 -2.70952 -0.02 -0.02 0.01 -1.003
O -0.70126 -2.01634 -1.95107 0.08 0.02 0.05 -0.210
C 0.44832 -2.61560 -1.71669 -0.11 0.02 -0.07 0.934
C 0.80938 -3.88786 -2.15928 -0.02 -0.03 -0.01 -0.713
C 2.04100 -4.40178 -1.81193 -0.07 0.01 -0.03 -0.566
C 2.95252 -3.67305 -1.01575 0.03 0.14 0.06 -0.808
C 2.62566 -2.42596 -0.56861 0.12 -0.09 0.02 -0.261
C 1.36984 -1.84670 -0.90790 -0.06 0.18 0.15 0.535
N 1.01146 -0.65356 -0.50297 -0.38 -0.15 0.06 -0.187
N 1.43716 2.00528 -1.13241 -0.29 -0.20 0.30 -0.740
C 1.63781 3.29213 -0.91865 0.00 0.22 0.28 0.444
C 0.59628 3.89403 -0.08451 0.17 0.02 -0.05 1.309
O -0.30998 3.10029 0.29583 0.08 -0.06 0.19 -0.721
C 0.69581 5.26443 0.31196 -0.14 0.00 -0.07 -0.981
C 1.78673 5.97016 -0.05904 0.01 -0.01 -0.03 -0.761
C 2.86035 5.40946 -0.85130 -0.02 0.02 0.00 0.656
C 3.97496 6.17775 -1.19357 -0.01 0.00 0.00 -0.758
C 4.99206 5.63625 -1.95632 0.00 -0.01 0.00 -0.586
C 4.91538 4.31313 -2.39425 0.00 0.00 0.00 -0.566
C 3.82453 3.53519 -2.06570 0.01 -0.01 0.02 -0.611
C 2.79127 4.07169 -1.28908 -0.08 -0.09 -0.29 0.409
H -1.99765 -3.61911 -2.21995 0.00 0.01 -0.01 0.428
H -1.36473 -2.87676 -3.72364 -0.01 0.00 0.00 0.397
H -2.55824 -2.00291 -2.72181 0.00 -0.01 -0.01 0.245
H 0.13078 -4.46783 -2.76765 0.01 0.01 0.01 0.466
H 2.31768 -5.38718 -2.16236 -0.01 0.00 0.00 0.424
H 3.91612 -4.10570 -0.78129 -0.01 0.02 0.01 0.475
H 3.30490 -1.83272 0.02977 -0.03 -0.05 0.01 0.459
H -0.09939 5.69565 0.90468 0.01 -0.01 0.01 0.524
H 1.88274 7.00580 0.24540 0.00 0.00 0.00 0.395
H 4.03270 7.20595 -0.85878 0.00 0.00 0.00 0.412
H 5.84890 6.24192 -2.21856 0.00 0.00 0.00 0.407
H 5.71203 3.89942 -2.99772 0.00 0.00 0.00 0.412
H 3.74558 2.51014 -2.40368 0.00 0.00 0.00 0.488
C 1.38055 -2.21867 5.92809 0.01 -0.01 -0.03 -0.867
N 1.97015 -3.06184 4.91206 0.00 -0.01 0.10 0.134
C 2.93434 -4.10221 5.25452 -0.03 -0.02 0.00 -0.621
C 3.21770 -4.76609 3.89768 -0.01 0.00 0.00 -0.582
N 2.66429 -3.78489 2.96938 0.11 -0.03 -0.09 -0.004
C 1.86705 -2.89049 3.59258 -0.20 0.19 -0.07 -0.015
S 0.88631 -1.76798 2.80124 0.16 0.03 -0.09 -0.326
H 2.15752 -1.67209 6.46721 0.01 0.00 0.00 0.322
H 0.82183 -2.82803 6.63852 0.00 -0.01 0.00 0.293
H 0.70443 -1.51328 5.45151 0.01 -0.03 -0.01 0.240
H 2.50415 -4.79536 5.97676 0.02 0.00 0.01 0.369
H 3.82972 -3.65791 5.69650 0.01 0.02 -0.02 0.315
H 2.70927 -5.72711 3.80518 -0.02 0.00 0.00 0.301
H 4.28149 -4.91491 3.72620 0.01 -0.02 0.01 0.325
H 2.52342 -3.96474 1.98838 -0.01 0.02 0.10 0.178
```
Forces are in eV/Å.

Properties
DFT total energy ... -2138.7665 Eh
2S+1 ... 3
E_LUMO (spin up / spin down) ... -3.37 / -5.41 eV
Energy above the lowest of the compared OMol25 structures with the same formula, charge and spin ... 0.00 kJ/mol
Charge ... +1

(2)
Below is a structure of composition C25H28As2BrN2PdS, with properties calculated with ωB97M-V with the def2-TZVPD basis set.

XYZ file:
```
60
Properties=species:S:1:pos:R:3:forces:R:3:mulliken_charge:R:1
Pd -0.35479 -0.00204 0.29948 0.16 -0.09 -0.80 -0.723
C 2.48226 -5.74763 -0.62700 -0.01 0.00 0.00 -1.374
C 1.28561 -4.93276 -0.23054 0.00 -0.03 0.01 0.379
C 0.11518 -5.51527 0.24582 0.01 -0.01 0.00 -0.403
C -0.96119 -4.72050 0.61213 0.06 0.02 -0.01 -0.732
C -0.78483 -3.36522 0.45766 0.04 0.09 0.04 0.468
Br -2.16539 -2.16296 0.98679 0.03 0.13 0.26 -0.038
N 0.28110 -2.74404 -0.00246 0.15 -0.43 -0.11 0.098
C 1.30775 -3.54564 -0.32947 -0.13 0.03 -0.11 -0.441
H 2.25996 -6.81152 -0.59583 0.00 0.00 0.01 0.396
H 3.31815 -5.56102 0.04857 0.00 0.00 0.00 0.321
H 2.80471 -5.50211 -1.63893 0.01 0.01 0.01 0.370
H 0.03982 -6.59138 0.33963 0.01 0.00 0.00 0.437
H -1.87601 -5.14172 1.00210 -0.01 0.02 0.00 0.451
H 2.19710 -3.06005 -0.70817 0.01 -0.03 -0.02 0.488
S 1.01931 0.64400 4.39068 0.09 -0.08 -0.04 -0.106
C -0.66552 0.89651 4.34409 -0.13 0.01 -0.01 -0.453
C -1.21763 0.77129 3.09519 0.35 0.04 0.22 -1.312
C -0.17699 0.46710 2.20274 -0.28 0.21 -0.05 1.005
C 1.08717 0.34138 2.70366 -0.10 -0.04 -0.07 0.154
C 2.17719 -0.08655 1.84064 -0.08 0.11 -0.03 1.177
C 3.49786 -0.30142 2.19667 0.00 0.03 -0.01 -0.822
C 4.38993 -0.72047 1.22068 0.01 -0.02 0.00 -0.667
C 3.94371 -0.92124 -0.07994 0.00 0.02 -0.01 -0.630
C 2.61013 -0.70295 -0.36515 -0.01 0.16 -0.08 -1.057
N 1.75390 -0.28169 0.56827 -0.14 -0.27 0.49 0.710
H -1.18913 1.12300 5.26190 0.02 0.01 0.00 0.524
H -2.26608 0.87041 2.88068 -0.03 0.00 0.01 0.441
H 3.82171 -0.14608 3.21720 -0.01 0.00 0.01 0.537
H 5.42752 -0.89601 1.47343 0.00 0.02 0.00 0.505
H 4.61496 -1.25005 -0.86108 0.00 0.00 0.00 0.597
H 2.20688 -0.86142 -1.35900 0.01 0.02 0.01 0.715
C 0.12327 3.46775 1.11281 -0.08 0.09 -0.11 -1.159
As 0.31823 2.22539 -0.35002 0.13 0.14 0.30 1.275
C 2.13838 2.49626 -0.91542 -0.12 -0.08 0.00 -1.473
C -0.79141 2.62396 -1.85336 -0.24 -0.10 0.03 0.308
C -0.36179 3.47444 -2.86354 -0.01 0.02 0.00 -0.870
C -1.22778 3.75453 -3.91536 0.02 0.02 -0.04 -0.713
C -2.49148 3.18784 -3.95772 -0.04 -0.01 -0.02 -0.796
C -2.92100 2.33312 -2.94568 0.03 0.00 0.01 -0.648
C -2.06437 2.05014 -1.89251 0.02 0.12 0.15 0.511
As -2.58766 0.94680 -0.40005 0.13 -0.12 0.10 0.964
C -3.52361 2.04664 0.88426 -0.02 0.09 -0.09 -1.136
C -3.98407 -0.21743 -1.04119 0.02 0.10 -0.07 -1.336
H 0.02824 4.45626 0.65962 0.00 0.02 0.06 0.475
H 1.02562 3.42531 1.72119 0.01 -0.03 -0.02 0.436
H -0.74147 3.24747 1.73254 0.01 0.00 -0.07 0.330
H 2.19613 3.57858 -1.05494 0.09 -0.01 -0.02 0.602
H 2.35019 1.99028 -1.85407 -0.01 -0.04 0.03 0.457
H 2.83391 2.19982 -0.13525 0.00 -0.01 0.03 0.391
H 0.62385 3.92146 -2.85992 0.01 -0.01 0.03 0.423
H -0.90410 4.41129 -4.71180 0.00 0.00 0.01 0.441
H -3.15022 3.40239 -4.78875 0.00 0.00 0.00 0.444
H -3.91002 1.89789 -3.00510 0.00 0.00 0.01 0.376
H -4.27503 2.59485 0.31384 -0.01 0.02 0.03 0.463
H -2.87573 2.75465 1.39610 0.00 -0.05 -0.06 0.306
H -4.02866 1.40544 1.60480 -0.01 -0.01 0.00 0.489
H -4.78064 0.45115 -1.37297 -0.01 -0.04 -0.05 0.493
H -4.36284 -0.83298 -0.23125 0.01 -0.01 0.01 0.518
H -3.64029 -0.83526 -1.86673 0.03 -0.02 0.02 0.414
```
Forces are in eV/Å.

Properties
DFT total energy ... -8649.5793 Eh
E_LUMO ... -10.93 eV
Energy above the lowest of the compared OMol25 structures with the same formula, charge and spin ... 148.56 kJ/mol
Charge ... +3